Record 1
Formula: C29H31Ge2IrN3O
Source: the Open Molecules 2025 dataset
Level of theory: ωB97M-V with the def2-TZVPD basis set

XYZ file:
```
67
C29H31Ge2IrN3O | the Open Molecules 2025 dataset | ωB97M-V with the def2-TZVPD basis set
Ir 0.33149 1.56842 -1.29228
C -3.91069 0.39786 -0.41199
C -2.61231 1.07423 -0.62651
N -1.59600 0.52997 -1.32245
N -1.74188 -0.59391 -1.94527
C -0.53931 -0.88906 -2.63857
O 0.38996 -0.04616 -2.66902
C -0.45690 -2.16641 -3.29560
C -1.52558 -3.07558 -3.22659
C -1.41674 -4.30278 -3.84882
C -0.25451 -4.62564 -4.54011
C 0.80845 -3.72656 -4.61589
C 0.71246 -2.49950 -3.99790
C -2.29811 2.40370 -0.14828
C -3.15202 3.11788 0.68397
C -2.81221 4.40325 1.07069
C -1.62837 4.95041 0.60448
C -0.80535 4.18894 -0.21142
N -1.11791 2.94226 -0.57626
H -3.87138 -0.62875 -0.76235
H -4.69632 0.92389 -0.96227
H -4.18305 0.41367 0.64478
H -2.42683 -2.80870 -2.69419
H -2.23503 -5.00787 -3.80528
H -0.17608 -5.58576 -5.03322
H 1.70175 -3.99012 -5.16474
H 1.52430 -1.78757 -4.05216
H -4.07243 2.66399 1.02214
H -3.46587 4.97224 1.71731
H -1.33738 5.96056 0.85552
H 0.12772 4.58482 -0.59024
C 4.07549 0.59107 -0.72142
Ge 3.30830 1.23167 0.93991
C 2.95894 3.13646 0.78852
C 4.07365 0.63339 2.60403
Ge 0.78039 0.19660 0.69472
C -0.33001 0.74669 2.18043
C -1.50048 0.03788 2.47136
C -2.36571 0.47757 3.46478
C -2.06975 1.62571 4.18683
C -0.90457 2.33185 3.91797
C -0.04462 1.89849 2.91840
C 0.97008 -1.71121 0.46975
C 2.22396 -2.32400 0.43449
C 2.33539 -3.69392 0.24758
C 1.19476 -4.46839 0.08531
C -0.05702 -3.87275 0.11475
C -0.17121 -2.50243 0.30639
H 4.98372 1.17419 -0.89503
H 3.38682 0.77817 -1.54642
H 4.33328 -0.46418 -0.70621
H 3.89614 3.66157 0.99158
H 2.20615 3.50497 1.48036
H 2.66219 3.36330 -0.23678
H 5.06089 1.09682 2.67746
H 4.18322 -0.44859 2.62285
H 3.46551 0.95448 3.44733
H -1.73746 -0.88004 1.94682
H -3.25915 -0.08995 3.69285
H -2.73415 1.95667 4.97406
H -0.66075 3.21377 4.49595
H 0.86086 2.46093 2.73003
H 3.12666 -1.74272 0.56730
H 3.31238 -4.15858 0.23432
H 1.28219 -5.53737 -0.05550
H -0.94771 -4.47547 -0.00639
H -1.16226 -2.06441 0.31414
```

Summary:
Net charge: +2
LUMO level (alpha / beta) in eV: -6.675 / -8.749
E_HOMO (alpha / beta) in eV: -12.50 / -14.39
⟨S²⟩: 8.79
Spin multiplicity: 6
Largest force on an atom in eV Å⁻¹: 0.4
Energy relative to the best compared isomer or geometry (same formula, charge and spin) in kJ/mol: 48.5

Atom-resolved charges from Löwdin, all expressed in e:
1. Ir 1.122
2. C 0.015
3. C -0.194
4. N -0.111
5. N 0.160
6. C -0.364
7. O -0.137
8. C -0.157
9. C -0.008
10. C -0.042
11. C -0.021
12. C -0.036
13. C 0.013
14. C -0.222
15. C 0.037
16. C 0.000
17. C 0.001
18. C -0.096
19. N -0.076
20. H 0.084
21. H 0.120
22. H 0.096
23. H 0.113
24. H 0.119
25. H 0.122
26. H 0.120
27. H 0.125
28. H 0.130
29. H 0.132
30. H 0.129
31. H 0.120
32. C -0.225
33. Ge 0.812
34. C -0.245
35. C -0.207
36. Ge 0.882
37. C -0.363
38. C -0.116
39. C -0.066
40. C -0.058
41. C -0.063
42. C -0.121
43. C -0.351
44. C -0.114
45. C -0.052
46. C -0.051
47. C -0.063
48. C -0.133
49. H 0.046
50. H 0.008
51. H 0.023
52. H 0.045
53. H 0.006
54. H 0.003
55. H 0.045
56. H 0.030
57. H 0.032
58. H 0.087
59. H 0.116
60. H 0.117
61. H 0.116
62. H 0.072
63. H 0.062
64. H 0.117
65. H 0.118
66. H 0.116
67. H 0.079

Record 2
Formula: C3H8N3
Source: the Open Molecules 2025 dataset
Level of theory: ωB97M-V with the def2-TZVPD basis set

XYZ file:
```
14
C3H8N3 | the Open Molecules 2025 dataset | ωB97M-V with the def2-TZVPD basis set
C 0.65677 1.18750 0.69433
C -0.51148 0.16728 0.44140
C -1.03368 -1.80430 -0.67415
N 1.76043 0.68645 -1.35269
N 1.65327 1.38674 -0.40212
N -0.19195 -1.13607 0.14637
H 0.16551 2.21978 1.12630
H 1.32037 0.68171 1.50353
H -0.97586 0.21605 1.49890
H -1.33994 0.49120 -0.21981
H -0.32600 -2.30859 -1.34868
H -1.94681 -1.24501 -1.01494
H -1.46392 -2.70977 -0.13264
H 2.23329 2.16703 -0.26580
```

Summary:
Net charge: +1
LUMO level (alpha / beta) in eV: -7.531 / -5.700
E_HOMO (alpha / beta) in eV: -13.21 / -14.51
Largest force on an atom in eV Å⁻¹: 3.7
Energy relative to the best compared isomer or geometry (same formula, charge and spin) in kJ/mol: 703.3

Atom-resolved charges from Löwdin, all expressed in e:
1. C -0.091
2. C -0.285
3. C -0.147
4. N 0.367
5. N -0.028
6. N -0.004
7. H 0.194
8. H 0.165
9. H 0.177
10. H 0.123
11. H 0.118
12. H 0.109
13. H 0.140
14. H 0.160

Record 3
Formula: C7H11NO
Source: the Open Molecules 2025 dataset
Level of theory: ωB97M-V with the def2-TZVPD basis set

XYZ file:
```
20
C7H11NO | the Open Molecules 2025 dataset | ωB97M-V with the def2-TZVPD basis set
C 0.34419 -2.26652 1.71126
N -0.24619 -1.47503 0.48440
C 0.02953 -0.31373 -0.12555
C 0.18883 1.00121 0.35030
C 0.19430 1.32112 1.77967
O 0.64994 2.25283 2.45038
C 0.16482 -0.30042 -1.63857
C -0.19175 0.87391 -2.52325
C -1.00355 -0.44153 -2.50414
H 0.75234 -3.38935 1.51013
H -0.65950 -2.31568 2.36837
H 1.12102 -1.63096 2.16246
H -0.74661 -2.13378 -0.11505
H 0.56960 1.60140 -0.40017
H -0.41952 0.60029 2.34768
H 0.87208 -1.01412 -2.11598
H 0.40626 1.21344 -3.39693
H -0.56003 1.66764 -1.98249
H -2.11692 -0.35021 -2.29585
H -1.05316 -1.19043 -3.37425
```

Summary:
LUMO level in eV: 0.580
E_HOMO in eV: -8.54
Largest force on an atom in eV Å⁻¹: 4.6
Energy relative to the best compared isomer or geometry (same formula, charge and spin) in kJ/mol: 401.0
Structure (SMILES): CN/C(=C\C=O)C1CC1

Atom-resolved charges from Löwdin, all expressed in e:
1. C -0.047
2. N -0.017
3. C -0.264
4. C -0.002
5. C -0.285
6. O -0.007
7. C -0.280
8. C -0.091
9. C -0.152
10. H 0.112
11. H 0.108
12. H 0.061
13. H 0.125
14. H 0.066
15. H 0.105
16. H 0.154
17. H 0.117
18. H 0.059
19. H 0.118
20. H 0.117

Record 4
Formula: C4H10OSi2
Source: the Open Molecules 2025 dataset
Level of theory: ωB97M-V with the def2-TZVPD basis set

XYZ file:
```
17
C4H10OSi2 | the Open Molecules 2025 dataset | ωB97M-V with the def2-TZVPD basis set
C -1.16548 2.44838 -0.32693
C -1.10773 1.17529 -0.00536
Si 0.18253 -0.14940 -0.47992
O 0.25499 0.00441 -2.14643
Si -0.78335 -2.18762 0.34254
C 1.80081 0.07678 0.36325
C 2.07342 0.85553 1.39342
H -1.92203 3.13301 0.00252
H -0.37009 2.93795 -0.97294
H -1.91927 0.61278 0.49090
H 0.89555 -0.40806 -2.74868
H -1.53379 -2.35529 1.65153
H -1.56161 -2.76407 -0.71542
H 0.33862 -3.06269 0.60154
H 2.64144 -0.52248 0.04912
H 3.05307 0.82127 2.05442
H 1.25585 1.51839 1.69929
```

Summary:
LUMO level in eV: 0.553
E_HOMO in eV: -9.45
Largest force on an atom in eV Å⁻¹: 2.7
Energy relative to the best compared isomer or geometry (same formula, charge and spin) in kJ/mol: 74.9
Structure (SMILES): C=C[Si](O)([SiH3])C=C

Atom-resolved charges from Löwdin, all expressed in e:
1. C -0.066
2. C -0.270
3. Si 0.346
4. O -0.201
5. Si 0.545
6. C -0.300
7. C -0.076
8. H 0.041
9. H 0.082
10. H 0.037
11. H 0.062
12. H -0.104
13. H -0.142
14. H -0.145
15. H 0.048
16. H 0.102
17. H 0.040